{
  "formula": "C20H41Cl11N7O20",
  "method": "ωB97M-V/def2-TZVPD",
  "symbols": ["H", "H", "N", "C", "C", "O", "C", "Cl", "C", "H", "H", "O", "N", "H", "N", "H", "H", "H", "H", "C", "Cl", "O", "H", "H", "O", "O", "N", "Cl", "O", "C", "C", "C", "H", "C", "H", "Cl", "H", "C", "O", "H", "O", "C", "H", "H", "Cl", "N", "C", "H", "Cl", "H", "H", "H", "N", "O", "H", "H", "H", "Cl", "O", "O", "Cl", "O", "H", "O", "H", "H", "O", "H", "O", "H", "O", "C", "Cl", "H", "H", "O", "O", "H", "H", "H", "O", "C", "H", "O", "C", "H", "C", "C", "H", "N", "C", "C", "H", "H", "Cl", "H", "H", "C", "Cl"],
  "positions_angstrom": [[-2.004, 15.473, -20.504], [-6.701, 15.317, -19.830], [-4.905, 17.513, -26.928], [-4.722, 16.878, -21.963], [-5.530, 18.592, -26.358], [-8.170, 20.295, -23.254], [-1.860, 19.843, -20.660], [-8.174, 13.533, -21.630], [-2.744, 15.581, -21.299], [-2.814, 18.715, -22.035], [2.412, 14.587, -21.266], [-8.942, 18.161, -23.543], [-3.790, 16.550, -20.796], [-2.270, 10.233, -19.491], [1.524, 16.282, -20.592], [-3.959, 15.082, -19.255], [-5.777, 20.736, -18.048], [-7.103, 20.743, -19.365], [-4.296, 16.552, -22.908], [-8.047, 16.067, -25.869], [1.616, 20.342, -20.060], [-5.343, 21.920, -24.017], [-5.711, 19.685, -19.557], [-3.199, 14.604, -21.453], [-4.019, 19.957, -23.773], [-3.967, 22.416, -18.815], [-6.777, 16.825, -26.069], [-10.709, 12.649, -22.689], [-1.448, 11.777, -17.747], [1.292, 21.604, -18.776], [-6.123, 16.340, -21.616], [-2.204, 18.446, -21.165], [-7.442, 18.702, -25.231], [2.560, 15.238, -20.407], [-4.052, 17.591, -28.833], [-0.046, 22.714, -19.226], [-5.038, 19.551, -26.361], [-5.816, 15.383, -20.462], [-6.988, 17.994, -18.309], [-2.616, 17.452, -19.345], [-4.559, 12.653, -22.964], [-9.272, 12.161, -21.828], [-8.878, 16.675, -26.217], [-3.475, 21.259, -16.279], [-8.434, 10.895, -22.766], [-3.245, 22.496, -17.858], [-3.743, 17.450, -27.799], [-1.578, 20.465, -21.510], [-9.804, 11.506, -20.304], [-7.963, 15.244, -26.579], [-2.111, 11.518, -20.706], [-8.677, 14.730, -24.341], [-7.127, 19.182, -18.086], [-7.790, 18.663, -21.570], [-2.739, 20.361, -20.266], [-4.733, 17.968, -22.012], [-3.994, 18.498, -19.976], [-8.702, 19.174, -22.540], [-1.306, 13.243, -19.329], [-3.288, 22.207, -23.089], [-4.347, 21.240, -23.226], [-7.898, 19.583, -17.230], [-1.099, 19.807, -19.878], [-3.577, 12.296, -25.038], [-3.278, 16.474, -27.689], [-1.793, 21.213, -16.935], [-9.975, 19.659, -21.998], [-3.119, 20.399, -17.805], [0.694, 16.501, -19.725], [-6.446, 15.785, -22.492], [1.607, 16.943, -21.615], [-6.671, 18.165, -25.764], [2.772, 22.553, -18.614], [-4.869, 16.608, -18.969], [2.325, 14.659, -19.518], [-5.825, 12.968, -24.862], [-5.033, 21.065, -21.948], [-8.536, 16.388, -23.753], [-1.340, 17.813, -21.344], [-6.783, 17.187, -21.430], [-2.807, 23.519, -17.401], [-3.189, 17.805, -20.208], [-5.554, 15.461, -27.170], [-4.065, 14.527, -24.396], [-2.507, 11.264, -19.719], [-3.569, 11.479, -19.673], [-5.703, 16.439, -26.744], [-4.605, 15.837, -19.694], [3.537, 15.698, -20.323], [-1.636, 12.169, -18.900], [-2.850, 21.239, -17.172], [-6.314, 20.219, -18.831], [-3.058, 18.226, -27.464], [-7.113, 15.352, -24.074], [-4.506, 13.139, -24.319], [-2.216, 15.929, -22.180], [-5.503, 14.430, -20.900], [-8.099, 15.652, -24.424], [0.944, 20.863, -17.237]],
  "atomic_forces_ev_per_a": [[0.01, -0.02, 0.05], [0.18, -0.51, 0.17], [-1.15, -1.59, -0.03], [-0.36, 1.33, 0.38], [0.81, 0.68, 0.40], [1.22, 0.24, 0.13], [0.21, 0.09, 0.28], [-0.26, -0.29, 0.16], [0.37, 0.12, 1.11], [0.56, -0.73, -0.57], [0.57, 0.09, -0.12], [-0.49, -0.77, 0.14], [0.31, -0.57, -0.34], [-0.09, 0.07, 0.31], [-0.20, 1.61, 0.04], [-0.17, -0.12, 0.05], [-0.03, 0.45, -0.31], [0.43, 0.67, 0.05], [0.06, -0.47, 0.21], [1.26, -0.14, -0.08], [-0.47, 0.76, 0.84], [0.12, -0.71, -1.62], [0.16, 0.20, 0.05], [-0.19, 0.16, -0.33], [1.26, -0.64, -0.41], [-0.52, -0.18, -0.47], [-0.63, 0.57, -0.41], [-0.41, 0.38, -0.52], [0.46, 0.43, -0.81], [0.14, 0.21, -1.02], [1.82, -0.04, -0.25], [-1.59, 1.24, 0.02], [0.07, -0.03, 0.20], [-0.82, -0.88, 0.30], [0.12, 0.16, -0.01], [0.52, -0.75, -0.03], [-0.20, 0.09, 0.20], [-0.54, -0.85, -0.02], [0.56, 0.04, -0.54], [-0.42, 0.22, 0.40], [0.33, 0.75, 1.01], [0.50, -0.15, -0.56], [0.10, 0.28, 0.25], [0.26, -0.27, 0.17], [-0.04, 0.17, 0.15], [0.65, -0.46, -0.30], [0.05, 0.33, 0.42], [0.49, 0.04, 0.20], [0.18, -0.17, 0.75], [-0.07, -0.31, 0.28], [-0.68, -0.41, -0.29], [-0.19, 0.02, -0.04], [-0.39, -0.41, 0.92], [-0.09, 0.25, 1.11], [-0.13, -0.18, 0.00], [-0.18, 0.00, -0.13], [-0.06, -0.21, 0.17], [-2.29, 2.98, -1.93], [0.38, 0.22, -0.46], [1.61, -1.36, 0.15], [-4.21, 3.44, 1.38], [0.33, 0.41, -0.39], [0.09, 0.21, -0.13], [0.06, 0.53, -0.22], [0.05, 0.04, 0.05], [-0.03, 0.39, 0.02], [1.04, -1.52, 0.66], [-0.05, 0.08, -0.04], [0.35, -0.64, -0.10], [-0.32, 0.00, 0.33], [0.06, -0.48, 0.15], [0.14, 0.09, -0.65], [0.11, 0.14, -0.02], [0.09, -0.08, 0.09], [-0.04, 0.24, 0.09], [-0.37, 0.78, -0.59], [1.47, -1.07, 0.57], [0.25, -0.11, -0.32], [0.02, 0.16, -0.25], [0.08, -0.69, 0.28], [0.36, 0.86, 0.54], [1.35, -1.04, -0.52], [0.12, -0.05, 0.20], [-0.40, -0.23, 0.23], [1.52, 0.36, -1.70], [0.10, 0.36, 0.40], [-0.22, 0.56, -0.12], [-0.17, 1.70, -1.04], [-0.04, 0.10, -0.33], [-1.75, -1.00, 2.47], [-0.65, -0.38, 0.12], [-1.10, -1.37, -0.07], [0.14, -0.05, -0.27], [0.05, 0.07, -0.35], [0.36, -1.54, -0.32], [-0.44, 0.14, -0.17], [-0.68, -0.27, 0.05], [-0.62, -1.38, 0.32], [-0.16, -0.41, 0.18]],
  "mulliken_charge": [0.269, 0.841, 0.267, -0.081, -0.622, -0.677, -1.100, 0.034, -1.129, -0.104, 0.303, -0.880, 1.515, 0.292, 0.890, 0.357, 0.247, 0.312, -0.137, -0.921, -0.063, -0.741, -0.532, 0.214, -0.539, -0.503, 0.294, -0.126, -0.538, 0.311, 3.590, 0.787, 0.553, -0.823, 0.336, -0.054, 0.512, -1.097, -0.536, 0.592, -0.662, 0.262, 0.344, 0.350, -0.107, 1.009, -0.975, 0.543, -0.130, 0.398, 0.317, 0.225, 0.969, -0.767, -0.038, -0.292, -0.876, 1.777, -0.477, -0.696, 1.682, -0.619, 0.098, -0.768, 0.366, 0.040, -0.761, 0.027, -0.468, -2.494, -0.508, -0.538, -0.116, 0.334, 0.323, -0.673, -0.653, 0.526, 0.207, 0.090, -0.572, -0.364, 0.430, -0.577, -0.724, 0.296, -0.140, -1.067, 0.291, 0.835, -0.328, 0.003, 0.343, -0.363, 1.715, 0.387, 0.354, 0.014, -0.118],
  "charge": -1,
  "lumo_energy_ha": 0.04392,
  "spin_multiplicity": 1
}

{
  "formula": "C5H11NO2S",
  "method": "ωB97M-V/def2-TZVPD",
  "symbols": ["H", "H", "O", "H", "H", "N", "H", "H", "C", "O", "H", "C", "C", "C", "H", "H", "H", "C", "H", "S"],
  "positions_angstrom": [[-2.435, 1.542, 1.011], [1.231, -2.192, -0.458], [0.395, 2.462, -0.378], [-1.520, -1.859, -0.236], [2.915, 0.499, -1.073], [1.335, -0.080, 0.112], [-2.459, -0.046, 1.860], [0.526, -1.050, -1.612], [-0.740, -1.164, 0.070], [-1.281, 0.937, -1.045], [3.113, -1.081, -0.287], [0.623, -1.231, -0.546], [2.714, -0.057, -0.179], [-2.510, 0.443, 0.903], [3.231, 0.480, 0.615], [-3.480, 0.087, 0.350], [-0.587, -1.291, 1.238], [-1.467, 0.162, -0.122], [-0.343, 2.132, -0.985], [0.739, 1.304, 0.760]],
  "atomic_forces_ev_per_a": [[-0.79, -0.57, 0.10], [-0.96, 1.27, 0.46], [0.62, -0.36, -0.27], [0.35, -0.71, -0.20], [0.29, 0.18, -0.87], [-0.18, -0.98, -0.09], [0.32, -0.33, 0.14], [0.16, 0.17, -0.38], [-0.33, -0.33, 2.57], [-1.45, -1.31, -1.15], [-0.05, 0.42, 0.11], [-0.04, 0.93, 0.07], [1.68, -0.15, 0.03], [-1.92, 0.60, -1.68], [0.22, -0.25, 0.08], [1.31, 1.04, 1.24], [-0.57, 0.15, -2.32], [1.35, -0.24, 0.98], [0.81, 0.29, 1.10], [-0.82, 0.16, 0.06]],
  "nbo_charge": [0.252, 0.217, -0.892, 0.243, 0.184, -0.642, 0.230, 0.200, -0.529, -0.658, 0.188, -0.224, -0.406, -0.727, 0.211, 0.235, 0.230, 0.628, 0.506, 0.754],
  "e_above_lowest_kcal_mol": 55.58,
  "smiles": "CC(=O)CCN(C)SO",
  "charge": 0,
  "lumo_energy_ha": 0.02769,
  "spin_multiplicity": 1
}

E_tot in eV, matching the order above: -210499.1620, -21781.8728